1.
A 2-piece molecular cluster, C17H15ClF5O6S overall in a non-equilibrium geometry, computed with ωB97M-V/def2-TZVPD.

Geometry as XYZ:
```
45
Properties=species:S:1:pos:R:3:forces:R:3
C -1.347640 -0.365320 3.102510 -0.1 0.0 -1.3
C -0.446651 1.043123 3.156866 1.0 -1.4 -1.1
C -0.073298 1.344653 1.554619 -3.3 0.6 -1.7
C -1.257844 1.524013 0.621616 4.5 -0.4 0.6
C -0.893810 1.764500 -0.993289 -2.1 2.7 -1.0
O -1.575872 2.626384 -1.750117 4.1 -5.5 4.1
C 0.420214 0.876290 -1.524490 2.2 -1.6 -1.3
C 0.421825 0.200985 -3.016372 3.3 -0.7 2.1
C -0.785363 0.258825 -4.115776 0.3 -0.1 0.0
C -2.278772 -0.098884 -3.563794 -1.1 -0.1 -0.4
C -2.377343 -1.324256 -2.489283 0.2 -0.3 -0.3
S -3.503713 -0.916565 -1.003213 0.1 0.3 -0.4
C 1.781577 -0.669917 -3.443095 0.4 1.6 4.0
C 3.079887 -0.825577 -2.424845 -3.1 1.8 0.9
C 3.093693 -0.143730 -0.898387 -3.2 0.5 -2.5
C 4.397655 -0.292697 0.132163 -1.1 1.0 0.2
F 3.942323 -0.920387 1.424283 1.9 2.1 -4.1
F 5.024746 1.053198 0.402490 -1.9 -4.5 -0.6
C 5.627473 -1.194016 -0.550825 2.1 0.0 1.4
F 5.256011 -2.610316 -0.780494 1.4 5.0 0.3
F 6.753394 -1.185992 0.456293 -3.6 -0.3 -3.6
F 6.159964 -0.490200 -1.746395 -1.9 -2.9 3.8
C 1.721031 0.683793 -0.490621 0.1 -0.9 -2.0
C 1.507234 1.397286 1.008132 2.7 2.1 2.0
O 2.493557 1.989477 1.691126 -6.2 -4.0 -4.3
H -1.095136 -1.007232 2.127264 -0.1 1.5 2.0
H -1.152741 -1.068019 4.017441 -0.7 1.7 -1.5
H -2.485206 -0.065819 2.983861 2.8 -0.9 0.5
H 0.576630 0.800306 3.721480 -2.3 0.9 -1.2
H -1.051029 1.914678 3.655902 1.3 -1.7 -1.1
H -2.376939 1.493061 0.979955 2.6 0.2 -0.7
H -0.804513 1.327421 -4.613156 0.1 -2.1 1.1
H -0.539327 -0.528451 -4.976558 -0.3 1.7 2.0
H -2.876335 0.828417 -3.120522 1.7 -1.9 -1.0
H -2.915509 -0.435694 -4.516299 1.4 0.8 2.0
H -1.368117 -1.680168 -2.021383 -1.7 0.9 -1.1
H -2.882315 -2.279919 -2.987767 1.0 2.1 1.1
H -3.600684 0.476169 -0.828409 0.6 -1.3 -0.8
H 1.859569 -1.217484 -4.486667 -0.3 1.3 2.4
H 3.994524 -1.462967 -2.812037 -2.1 1.5 1.0
O -4.174361 1.052171 6.408448 0.1 -0.2 -0.3
Cl -4.084633 -0.163743 5.623591 -0.4 -0.1 0.7
O -3.769642 0.170654 4.248296 -0.7 0.3 0.4
O -5.352837 -0.865080 5.672062 0.3 0.2 -0.1
O -3.041675 -1.012969 6.165394 -0.1 0.2 -0.2
```
Forces are in eV/Å.

Kohn-Sham gap ... 6.07 eV
Energy relative to the best compared isomer or geometry (same formula, charge and spin) ... 1435.9 kJ/mol
Total charge ... -1
Molecular weight ... 477.81 g/mol
Multiplicity ... 1
HOMO ... -6.07 eV

=====

2.
FH3P2S as an isolated structure in a non-equilibrium geometry, computed with ωB97M-V/def2-TZVPD.

Geometry as XYZ:
```
7
Properties=species:S:1:pos:R:3:forces:R:3
F 0.144304 0.351140 -1.796672 0.6 -0.2 1.7
P -0.024204 -2.019018 0.114640 0.0 0.9 -0.3
P 0.765681 0.039387 -0.262876 -0.1 -1.5 -2.3
S 1.933605 -1.795453 -0.658234 -0.4 1.2 0.2
H 0.351083 -1.707918 1.425731 -0.1 -0.4 0.7
H -1.529291 2.243338 0.377534 -0.2 1.0 0.7
H -1.641175 2.888523 0.799877 0.2 -1.0 -0.7
```
Forces are in eV/Å.

Kohn-Sham gap ... 9.77 eV
Energy relative to the best compared isomer or geometry (same formula, charge and spin) ... 42.1 kJ/mol
Molecular weight ... 116.04 g/mol
Multiplicity ... 1
HOMO ... -9.47 eV